(1)
Molecular formula: C52H57BN10O2RuSSb2
Method: DFT, ωB97M-V with the def2-TZVPD basis set

XYZ file:
```
126
Properties=species:S:1:pos:R:3:forces:R:3
Sb 2.933455 1.648065 -1.588127 -0.1 0.2 -0.1
Sb -2.062047 1.407338 -2.830769 0.3 0.4 -0.1
Ru -0.540768 -1.198046 0.519815 -1.1 -0.1 0.5
S 1.656582 -3.397721 -0.818298 -0.4 0.1 0.0
O 3.012815 -3.320475 -1.252246 0.2 -0.3 -0.1
O 0.599406 -3.268471 -1.791212 0.0 0.2 0.1
N -3.222542 2.760592 0.601096 0.1 -0.2 0.0
N 1.331598 -2.149623 0.228357 -0.5 0.0 0.6
N -1.860888 0.792982 1.148536 0.7 -0.8 -0.5
N 1.484884 -1.021405 2.171244 0.0 -0.1 0.0
N 0.620109 -8.487799 1.968655 0.1 0.2 0.0
N -3.555761 -0.790458 0.498789 0.1 0.0 0.2
N -2.634894 -1.581939 -0.114004 0.7 0.1 -0.4
N -2.543525 -0.900432 2.798938 -0.2 0.0 0.2
N 3.036691 -2.767793 1.777119 -0.4 -0.2 0.2
N -1.499256 -1.709013 2.498769 0.5 0.0 -0.3
C -1.173764 -2.393211 3.599430 -0.1 -0.1 0.2
C -3.226939 -2.158314 -1.177077 -0.1 0.0 0.0
C -3.738636 5.309307 -3.902683 0.0 0.0 0.0
C -3.611936 3.148830 1.875995 -0.1 0.1 -0.1
C -4.712480 -0.853585 -0.164740 -0.2 0.0 -0.1
C 6.680501 2.586440 -3.748457 0.0 0.0 0.1
C -2.386970 3.304364 -3.788936 -0.2 -0.1 0.0
C -2.888951 5.830446 -4.873347 0.0 0.0 0.0
C 0.864268 -7.301826 1.321958 0.0 -0.1 0.1
C -2.678609 3.341371 2.804423 0.2 0.0 0.3
C -0.039885 1.142011 -3.548269 -0.1 -0.1 0.0
C -4.545985 -1.721404 -1.235841 0.0 -0.1 -0.1
C -1.996020 2.030533 0.346481 0.3 0.3 0.0
C -0.825429 4.352054 1.531308 0.1 0.0 0.1
C 2.075040 -0.754800 3.333299 -0.2 0.2 -0.1
C -0.159956 -6.355016 1.161268 -0.1 0.0 0.0
C 4.202303 0.591575 -0.221299 -0.1 -0.2 0.0
C 4.366188 -0.795684 -0.227498 0.2 0.3 0.0
C -2.518676 -3.106985 -2.080217 -0.1 0.1 0.0
C -2.039794 -2.014922 4.629222 0.1 -0.1 0.0
C -0.843894 3.591796 -0.971064 0.0 0.0 0.1
C 2.408279 -5.796200 0.230500 0.0 0.1 0.0
C 4.846146 1.349376 0.759693 0.1 -0.1 0.1
C 2.151888 -6.998191 0.855044 0.0 -0.1 0.0
C 3.187072 -1.450457 3.765126 0.0 -0.1 0.0
C -1.800060 5.089215 -5.308005 0.0 0.0 0.0
C -2.890701 -1.063074 4.083401 0.1 -0.1 0.1
C 2.016235 -1.997307 1.426144 0.3 -0.1 0.1
C -1.549659 3.829099 -4.769427 0.0 0.0 0.0
C -1.240344 3.159078 2.392340 -0.3 -0.1 0.0
C -0.670100 4.485980 0.201530 0.1 0.1 -0.1
C 3.957580 2.697140 -4.271267 0.1 0.0 0.0
C 1.379217 -4.878361 0.067222 0.0 0.1 0.0
C -5.081206 3.355159 2.094507 0.0 0.0 -0.1
C 5.663871 0.735739 1.704066 -0.1 0.0 0.0
C 4.403533 2.236264 -3.032620 0.0 -0.1 0.1
C -5.937193 -0.095272 0.225038 0.0 0.0 0.1
C 5.770539 2.197054 -2.770417 0.0 0.0 -0.1
C -4.000383 -0.310007 4.738155 0.0 0.0 -0.1
C 0.606207 -0.020864 -2.810641 0.3 -0.2 0.2
C 0.096815 -5.155373 0.535894 0.2 -0.1 -0.1
C 5.825111 -0.645657 1.688768 0.0 0.1 -0.1
C 2.138205 -0.034560 -2.700018 -0.2 0.2 0.0
C -1.023443 1.956738 1.478647 -0.5 0.7 -0.3
C 4.867891 3.083900 -5.248342 0.0 0.0 0.1
C 6.231298 3.026429 -4.985971 0.0 0.0 0.0
C 3.615339 -2.481425 2.943184 -0.3 -0.2 0.0
C -1.450610 2.397651 -1.007625 -0.2 -0.6 0.5
C -0.073493 -3.403503 3.634852 -0.1 0.2 0.0
C 0.436980 1.714146 1.218145 -0.1 0.1 0.3
C -3.489615 4.051715 -3.369956 0.1 0.0 -0.1
C 5.175922 -1.408598 0.726754 0.4 0.2 -0.3
B -3.090875 0.030927 1.722324 0.0 0.6 -0.1
H 2.891749 2.757875 -4.482838 0.1 0.0 0.0
H -6.467432 -0.595826 1.039152 0.1 0.0 0.0
H 2.947634 -7.724869 0.982255 0.0 0.1 0.0
H 0.205955 -0.059246 -1.778831 0.0 0.0 0.1
H -3.966482 2.520369 -0.036638 0.0 0.1 0.0
H -5.584165 3.617657 1.158145 0.0 0.0 0.1
H 0.465289 2.089987 -3.361429 0.1 0.1 0.0
H -5.247047 4.160754 2.806795 0.0 0.0 0.0
H -5.290206 -1.995477 -1.969176 0.1 0.0 0.1
H -5.701485 0.916419 0.559177 0.0 -0.1 0.0
H -3.949785 0.753512 4.500501 0.0 0.0 0.0
H 1.634213 0.036669 3.933188 0.0 0.0 0.0
H -5.549858 2.449572 2.489366 0.0 0.0 -0.1
H 3.871044 -1.418914 -0.964601 0.3 0.2 0.2
H 1.307939 -9.217046 1.914150 0.0 0.0 0.0
H -4.973356 -0.683040 4.411662 0.0 0.0 0.0
H 2.604378 -0.036265 -3.686531 0.0 0.0 0.0
H -2.040818 -2.382809 5.645636 0.0 0.0 -0.1
H -0.450216 -4.356472 4.004389 0.0 0.0 0.0
H 2.442364 -0.940458 -2.175603 0.0 0.0 -0.2
H -1.158457 -6.580244 1.525055 0.1 0.0 0.0
H 0.294151 -0.954398 -3.278817 -0.1 -0.1 0.1
H -2.921969 -4.113666 -1.963394 0.0 0.0 0.0
H -3.932811 -0.436384 5.815946 0.0 0.0 0.0
H 7.743393 2.544344 -3.541978 0.0 0.0 0.0
H -4.594782 5.882427 -3.564577 0.1 0.0 0.0
H -4.162937 3.650198 -2.617212 0.0 0.1 0.0
H 0.349571 -3.563219 2.646483 0.0 -0.1 0.0
H -0.696331 3.260903 -5.124334 0.0 0.1 0.0
H -0.053114 0.951450 -4.623081 0.0 0.1 0.0
H 3.678750 -1.213181 4.697434 0.0 0.0 0.0
H 6.943268 3.326683 -5.746258 0.0 0.0 0.0
H 0.723911 -3.080391 4.306776 0.0 0.0 0.0
H 0.949144 1.556297 2.168952 0.0 0.0 0.0
H -3.992677 0.686864 2.150711 0.0 -0.1 0.0
H 3.396728 -5.553587 -0.142535 -0.1 0.0 0.0
H 6.165279 1.334960 2.456323 0.0 0.0 -0.1
H -3.080824 6.811833 -5.292209 0.0 -0.1 0.0
H -1.452627 -3.138666 -1.878154 0.0 0.0 0.0
H -0.631874 5.242847 2.123814 0.0 0.0 -0.1
H -0.328879 -8.785068 2.101769 0.0 0.0 0.0
H 0.913769 2.530788 0.690858 0.1 0.0 -0.1
H -0.491602 4.019923 -1.906121 0.0 0.1 0.0
H -2.928535 3.682947 3.801699 0.0 0.0 -0.1
H 6.132779 1.856803 -1.805972 0.0 0.0 -0.1
H 5.301325 -2.487070 0.705533 0.0 0.2 -0.1
H 0.567125 0.799386 0.638435 0.3 0.1 -0.3
H -0.698017 -4.433145 0.395263 -0.1 0.0 0.0
H -0.592491 3.131697 3.270802 0.0 -0.1 0.0
H 4.447044 -3.119955 3.227543 0.0 0.1 0.0
H -1.141119 5.490333 -6.070513 0.0 0.0 0.1
H -6.609841 -0.040617 -0.628412 0.0 0.0 0.0
H 6.458529 -1.125426 2.427722 0.0 0.0 0.0
H 4.514018 3.434374 -6.211272 0.0 0.0 0.0
H -0.348261 5.478686 -0.103471 0.0 0.0 0.0
H 4.716590 2.428333 0.781357 0.0 -0.1 0.0
H -2.664570 -2.815017 -3.120636 0.0 0.0 0.0
```
Forces are in eV/Å.

For the HOMO-LUMO gap (spin up / spin down), the calculation gives 7.73 / 4.70 eV. As for the calculated total energy: -3711.8708 hartree. The net charge is +1. Its LUMO energy (spin up / spin down) is -2.1 / -5.1 eV. Its multiplicity is 6. The expectation value of S² is 8.76.

Mulliken atomic charge list, values in e, 6 entries: 0.684, 0.839, 1.823, 1.051, -0.819, -0.848

(2)
Molecular formula: C6H15N
Method: DFT, ωB97M-V with the def2-TZVPD basis set

XYZ file:
```
22
Properties=species:S:1:pos:R:3:forces:R:3
N -0.208263 0.383523 0.422141 -0.1 -0.8 1.2
C -0.993892 -0.075937 -1.503108 -2.5 -2.2 -1.4
C 1.189317 0.167586 0.817344 -0.3 0.0 0.5
C 1.584820 -1.281346 0.543928 -0.1 0.3 -0.1
C 1.420927 0.532688 2.286235 0.2 0.0 -0.2
C -1.861108 -1.102543 -1.129448 1.0 1.3 -1.8
C -1.519552 1.264692 -1.937262 0.3 0.2 0.7
H -1.561946 -2.128764 -1.303517 0.0 -0.1 0.4
H 2.466550 0.387520 2.554079 0.1 0.0 0.1
H -0.067207 -0.341598 -2.006701 0.3 0.0 0.6
H 1.013548 -1.956057 1.180682 0.0 -0.1 0.1
H 1.170563 1.576895 2.477761 0.0 0.0 0.0
H -1.632894 1.292087 -3.022188 0.0 -0.1 0.0
H -0.874347 -0.405456 0.710617 1.4 1.8 -0.3
H 1.382968 -1.545252 -0.490819 0.0 -0.1 -0.1
H -0.539866 1.291965 0.738315 -0.1 -0.2 0.2
H -2.922794 -0.892206 -1.085470 0.0 0.0 0.3
H -2.484331 1.469358 -1.469885 0.0 0.0 -0.1
H 1.799146 0.828768 0.190121 0.0 0.0 0.0
H 0.813922 -0.097728 2.937021 -0.1 0.0 0.0
H 2.645598 -1.422459 0.741480 0.0 -0.1 0.0
H -0.821159 2.054265 -1.651326 -0.1 0.1 -0.1
```
Forces are in eV/Å.

For the HOMO-LUMO gap, the calculation gives 8.34 eV. As for the calculated total energy: -292.2805 hartree. The net charge is 0. Its LUMO energy is 1.0 eV. As for the SMILES: CC(C)N.C=CC.

Mulliken atomic charge list, values in e, 6 entries: -0.504, 0.537, 0.384, -1.351, -1.437, -1.082